{
  "formula": "C29H35GeO2PtS4",
  "method": "wB97M-V/def2-TZVPD",
  "gap_ev": 6.971,
  "homo_ha": -0.39696,
  "spin_multiplicity": 1,
  "largest_force_ev_per_a": 1.10,
  "charge": 1,
  "e_tot_ha": -5065.35748,
  "e_above_lowest_ev": 0.000,
  "symbols": ["Pt", "C", "C", "S", "C", "C", "S", "C", "C", "S", "C", "C", "S", "H", "H", "H", "H", "H", "H", "H", "H", "H", "H", "H", "H", "H", "H", "H", "H", "O", "C", "O", "C", "C", "Ge", "C", "C", "C", "C", "C", "C", "C", "C", "C", "C", "C", "C", "C", "C", "C", "C", "C", "C", "H", "H", "H", "H", "H", "H", "H", "H", "H", "H", "H", "H", "H", "H", "H", "H", "H", "H", "H"],
  "coordinates": [[0.046078, -0.234010, -0.629641], [0.932892, -2.504924, 1.171717], [2.286941, -2.019748, 0.705835], [2.301169, -0.388365, -0.126349], [2.127861, 0.855801, 1.202239], [1.686413, 2.165124, 0.565523], [0.236802, 2.080907, -0.561041], [-1.222203, 2.221656, 0.534841], [-2.434341, 1.642823, -0.172303], [-2.233553, -0.037922, -0.884224], [-2.684408, -1.180505, 0.472467], [-1.893513, -2.488123, 0.474263], [-0.206716, -2.496319, -0.260493], [0.492590, -1.883933, 1.946800], [1.026838, -3.527564, 1.541458], [2.725126, -2.667794, -0.056175], [2.968957, -1.988082, 1.554415], [3.098586, 1.007254, 1.678716], [1.403674, 0.476485, 1.924058], [2.461134, 2.570426, -0.087499], [1.483300, 2.909085, 1.336250], [-1.406847, 3.276174, 0.750000], [-0.983884, 1.665644, 1.446544], [-2.721316, 2.233055, -1.044415], [-3.286277, 1.632755, 0.508458], [-3.739621, -1.422715, 0.343663], [-2.562053, -0.635889, 1.398445], [-2.418507, -3.248526, -0.102233], [-1.791554, -2.825168, 1.508836], [-1.221217, -1.726254, 3.433116], [-1.170084, -0.501205, 3.209525], [-0.444593, 0.006199, 2.263105], [-2.017565, 0.446317, 4.029445], [-1.200904, 1.331515, 4.995904], [-0.082780, 0.398335, 6.323702], [0.839855, 1.812724, 7.286859], [1.369209, 2.885473, 6.563883], [2.077948, 3.898891, 7.199922], [2.264905, 3.857394, 8.575531], [1.744462, 2.802104, 9.309492], [1.042269, 1.787214, 8.669500], [-1.357599, -0.634612, 7.355214], [-1.861340, -0.174397, 8.575040], [-2.875670, -0.861578, 9.232257], [-3.402157, -2.018414, 8.677114], [-2.922724, -2.479559, 7.457963], [-1.911790, -1.791069, 6.795633], [1.306913, -0.714165, 5.513846], [1.360257, -2.098894, 5.682445], [2.396852, -2.848053, 5.133366], [3.412976, -2.220439, 4.424279], [3.385628, -0.838988, 4.265026], [2.337013, -0.098273, 4.799150], [-2.738011, -0.154768, 4.582759], [-2.570568, 1.094374, 3.332477], [-1.898474, 1.894342, 5.622709], [-0.597360, 2.060574, 4.448261], [1.222303, 2.943813, 5.489881], [2.480963, 4.723409, 6.623959], [2.815145, 4.646229, 9.073203], [1.888314, 2.766063, 10.382613], [0.660884, 0.961545, 9.259425], [-1.468075, 0.732079, 9.019956], [-3.256205, -0.490837, 10.176518], [-4.191559, -2.555101, 9.189282], [-3.339035, -3.377859, 7.017071], [-1.576645, -2.144726, 5.825111], [0.597562, -2.604976, 6.261553], [2.422101, -3.921415, 5.279511], [4.237113, -2.800804, 4.024503], [4.202870, -0.335386, 3.757028], [2.348645, 0.982774, 4.693809]],
  "forces_ev_per_a": [[0.179, -0.088, -0.862], [-0.020, -0.229, 0.029], [0.252, 0.018, -0.014], [-0.441, 0.013, 0.204], [0.203, -0.048, 0.084], [0.057, 0.231, -0.096], [-0.086, -0.432, 0.244], [0.084, 0.165, 0.090], [-0.285, 0.035, -0.170], [0.370, -0.068, 0.247], [-0.194, 0.023, -0.012], [-0.041, -0.311, -0.065], [-0.078, 0.507, 0.196], [-0.056, 0.133, 0.087], [-0.056, -0.024, -0.076], [-0.017, -0.060, 0.051], [0.078, 0.083, 0.032], [0.010, -0.064, -0.052], [-0.067, 0.047, 0.010], [0.050, 0.019, 0.067], [-0.059, 0.003, -0.030], [0.066, 0.006, -0.059], [-0.033, -0.075, 0.010], [0.008, 0.069, 0.056], [-0.027, -0.068, -0.034], [-0.017, 0.050, -0.011], [0.157, 0.002, 0.053], [-0.011, 0.003, 0.026], [0.046, 0.052, 0.009], [-0.118, 0.388, -0.077], [0.748, -0.494, -0.638], [-0.576, 0.013, 0.774], [0.089, 0.297, 0.207], [-0.096, -0.132, -0.262], [-0.148, 0.013, -0.191], [0.050, 0.125, 0.231], [-0.005, 0.078, 0.184], [-0.037, -0.067, -0.019], [-0.006, 0.017, -0.063], [-0.030, -0.063, -0.024], [0.095, 0.013, -0.086], [-0.085, -0.067, 0.185], [-0.016, -0.108, -0.037], [0.053, 0.040, -0.020], [0.000, -0.020, -0.038], [0.054, 0.020, -0.031], [-0.080, -0.005, 0.120], [0.125, -0.174, -0.066], [0.098, 0.045, -0.085], [-0.048, 0.053, 0.011], [-0.044, 0.032, -0.020], [-0.037, 0.015, -0.024], [0.023, -0.086, 0.004], [-0.026, 0.060, 0.057], [0.001, -0.060, 0.099], [0.030, 0.099, -0.084], [-0.047, -0.060, -0.064], [0.002, 0.021, 0.024], [-0.009, -0.021, 0.011], [-0.019, -0.015, -0.016], [-0.005, -0.010, -0.034], [0.044, 0.018, -0.017], [-0.053, -0.011, -0.021], [0.022, -0.010, -0.028], [0.029, 0.010, -0.016], [0.006, 0.034, 0.010], [-0.021, 0.013, 0.037], [0.004, 0.012, -0.039], [-0.001, 0.029, 0.010], [-0.008, 0.017, 0.028], [-0.032, -0.023, 0.012], [0.004, -0.029, -0.017]],
  "mulliken_charge": [1.4801, 0.4591, -0.6427, -0.1928, 0.8626, -0.9623, -0.1816, 0.0985, -0.8864, -0.2022, 0.2241, -0.6222, -0.2226, -0.4630, 0.5952, 0.4451, 0.1818, 0.5262, -0.6408, 0.4704, 0.4608, 0.5854, -0.2925, 0.4449, 0.4919, 0.6479, -0.4286, 0.5674, 0.1866, -0.6492, 0.1083, -0.6705, -1.5442, -1.1686, 1.1026, 0.3946, -0.1726, -0.7791, -0.4635, -0.7275, -0.3985, 0.3465, -0.5980, -0.7112, -0.4900, -0.9736, 0.0930, 0.3099, 0.1308, -0.7622, -0.6346, -0.6070, -0.6624, 0.5428, 0.3562, 0.4881, 0.4156, 0.1757, 0.3966, 0.3876, 0.4083, 0.3822, 0.3967, 0.4181, 0.3822, 0.4288, 0.3251, 0.3817, 0.4522, 0.4874, 0.4689, 0.2425]
}